The following is a quantum chemistry calculation of a cluster of 2 separate species, CH5NS in total, from the OMol25 dataset.

```
8
Properties=species:S:1:pos:R:3:forces:R:3
C 0.876910 -0.845146 0.316112 -0.0410 3.3551 -0.0520
N -0.229935 0.974143 -0.321903 1.5418 -2.2319 -1.2227
S -1.833044 0.738521 -0.040072 -0.2805 -0.0622 0.0062
H 0.865116 -0.471368 1.384833 -0.0733 -1.2561 -1.4412
H 0.145604 -1.442773 -0.169420 -0.4062 -0.6993 0.3626
H 1.758456 -0.601125 -0.292919 -0.2743 -0.3941 0.5708
H 0.293833 1.247303 0.441993 0.6936 1.4954 2.1586
H -1.876940 0.400445 -1.318623 -1.1601 -0.2070 -0.3824
```
Forces are in eV/Å.

As for the total charge: 0. For the HOMO energy (spin up / spin down), the calculation gives -7.97 / -8.06 eV. For the energy relative to the best compared isomer or geometry (same formula, charge and spin), the calculation gives 3.235 eV. As for the HOMO-LUMO gap (spin up / spin down): 8.043 / 8.370 eV.

=====

The following is a quantum chemistry calculation of a cluster of 3 separate species, C5H15NO3S in total, from the OMol25 dataset.

```
25
Properties=species:S:1:pos:R:3:forces:R:3
C -1.580104 -0.145501 0.539349 -1.2854 0.9274 -0.7433
C -2.198256 -1.628361 0.650336 0.2749 0.8597 -2.8922
S -4.039830 -1.416272 0.533403 0.3837 -0.4243 0.7268
C -0.511499 0.003938 -0.501205 3.2591 -1.0672 -4.2379
N 0.710825 -0.736184 -0.214256 -0.3889 1.2626 2.3704
C 1.677095 -1.240159 -1.210550 -0.1779 0.7302 -0.9672
C 1.157938 -0.665327 1.219765 1.1766 -1.6639 -1.0276
O -0.623302 0.516581 -1.674641 -0.2684 -1.4596 4.2012
H -1.257747 0.242710 1.483178 0.3261 -0.2368 0.6580
H -2.309548 0.669260 0.257623 0.2273 -1.3297 0.0697
H -1.852320 -2.144838 1.569488 -0.4577 0.2146 -0.8036
H -1.972590 -2.214095 -0.370634 0.0963 1.1007 2.6835
H -3.920036 -0.541621 -0.463674 -0.1520 0.0154 -0.1719
H 2.768931 -1.058217 -1.100025 -0.8455 0.2748 1.0734
H 1.592714 -2.343474 -1.350039 -0.4499 0.8464 -0.1856
H 1.485893 -0.584594 -2.085711 -0.1704 -1.4397 -0.0753
H 0.556066 -0.060293 1.829687 -1.3082 0.1071 0.7091
H 2.118208 -0.256161 1.483958 0.9820 1.1666 -1.3967
H 1.442533 -1.638989 1.634618 -1.3110 -0.4668 0.0480
H 1.455933 1.331207 -1.705929 -3.7180 -0.7146 -2.5122
H 1.896695 1.582525 -0.363248 0.0781 0.1408 0.8751
O 2.216435 1.467188 -1.249679 3.7168 1.2710 1.6461
H 0.199472 4.160292 0.896982 -0.9319 3.9154 1.0150
H 0.576946 3.367972 -0.429486 -0.6483 0.1505 3.7473
O 0.409540 3.332417 0.620694 1.5929 -4.1804 -4.8102
```
Forces are in eV/Å.

As for the total charge: 0. For the HOMO energy, the calculation gives -9.17 eV. For the energy relative to the best compared isomer or geometry (same formula, charge and spin), the calculation gives 3.090 eV. The structure (SMILES) is CN(C)C(=O)CCS.O.O. As for the HOMO-LUMO gap: 9.731 eV.

=====

The following is a quantum chemistry calculation of the ion C4H7N2 with charge +1, from the OMol25 dataset.

```
13
Properties=species:S:1:pos:R:3:forces:R:3
C -0.187899 1.544998 1.317280 -3.9251 2.8545 0.9971
C -0.350594 0.298635 0.605754 1.4418 1.5325 -1.4441
C -1.145818 -0.164200 -0.374804 2.8181 -1.0350 -0.4921
N -0.332462 -0.949831 -1.217764 -0.1724 -0.4586 -2.2321
C 0.912875 -0.970406 -0.714738 -1.1628 1.3569 0.5426
N 0.953437 -0.031684 0.277144 0.9344 -5.3822 -0.8440
H 0.682093 1.443713 1.879481 1.2052 0.3486 1.4344
H -0.026460 2.363259 0.561082 -0.2122 -0.7187 0.8090
H -1.083794 1.830106 1.958553 1.3085 -0.2298 -0.6780
H -2.065883 0.133608 -0.676613 -2.6679 0.5917 -0.5854
H -0.556470 -1.198411 -2.287484 0.4182 0.2321 3.5412
H 1.628270 -1.759169 -0.815953 0.5606 0.1296 -0.8014
H 1.704046 -0.196666 0.964314 -0.5464 0.7782 -0.2472
```
Forces are in eV/Å.

As for the total charge: +1. For the HOMO energy, the calculation gives -14.47 eV. For the energy relative to the best compared isomer or geometry (same formula, charge and spin), the calculation gives 1.933 eV. The structure (SMILES) is Cc1c[nH]c[nH+]1. As for the HOMO-LUMO gap: 10.251 eV.

=====

The following is a quantum chemistry calculation of a structure of composition C2H5N2O2S, from the OMol25 dataset.

```
12
Properties=species:S:1:pos:R:3:forces:R:3
C -0.921969 0.913434 -0.827346 0.1546 0.3393 -0.9614
C -0.026912 0.200088 -0.435394 0.8514 -1.3510 1.4820
N 2.137270 -0.766389 1.715118 2.2216 -1.6126 -2.7024
N -2.054350 1.433506 -1.581523 2.3699 -0.0616 1.4786
O 1.608381 -2.267237 -0.215446 -0.2231 0.5090 1.1315
O -0.059731 -1.786346 1.662278 -0.1595 -0.2820 -0.0285
S 1.065727 -1.520553 0.863430 -0.8143 1.3921 -2.0550
H 1.935022 -0.215442 2.448963 -1.8393 2.0260 3.2213
H 3.108452 -0.616548 1.460322 -0.2251 -0.5136 -0.8507
H -2.673750 0.668702 -1.340677 -1.3720 0.2552 -0.9311
H -1.813159 1.619558 -2.562422 -0.3173 -0.7194 -0.0308
H -2.304982 2.337228 -1.187303 -0.6469 0.0185 0.2465
```
Forces are in eV/Å.

As for the total charge: +1. For the HOMO energy, the calculation gives -14.74 eV. For the energy relative to the best compared isomer or geometry (same formula, charge and spin), the calculation gives 3.209 eV. As for the HOMO-LUMO gap: 10.554 eV.

=====

The following is a quantum chemistry calculation of a structure of composition C2H2N2O4S3, from the OMol25 dataset.

```
13
Properties=species:S:1:pos:R:3:forces:R:3
C 1.482067 -0.094852 1.188733 1.2828 3.2221 -0.1497
C 1.723989 -0.163808 -0.234802 -0.0182 0.6711 1.9304
N 0.296894 -0.303853 1.692894 -0.4384 -1.9011 0.1608
N -0.520497 -1.114557 1.005551 0.2488 1.2980 1.0851
O -0.245778 2.036134 -0.295602 0.6060 0.7129 0.0832
O -0.094118 0.318055 -2.231740 -0.2759 0.3600 2.0318
O -2.093815 0.478596 -0.587760 0.2897 0.9033 -1.1122
O -2.479988 -2.028853 0.008807 -0.1241 1.6779 0.5248
S -1.094737 1.547838 -1.335918 -0.3531 -3.0397 0.4165
S -2.107869 -0.792780 0.704607 0.2065 -1.6712 -0.7289
S 0.459842 -0.871263 -1.121520 -0.1601 0.1031 -2.7026
H 2.166323 0.544367 1.904462 -1.1605 -1.6317 -1.6939
H 2.507686 0.444976 -0.697712 -0.1034 -0.7046 0.1547
```
Forces are in eV/Å.

As for the total charge: 0. For the HOMO energy (spin up / spin down), the calculation gives -7.96 / -9.94 eV. The expectation value of S² is 2.0432. As for the multiplicity: 3. As for the HOMO-LUMO gap (spin up / spin down): 7.603 / 7.044 eV.

=====

The following is a quantum chemistry calculation of a structure of composition C36H23Cl4N5O2V, from the OMol25 dataset.

```
71
Properties=species:S:1:pos:R:3:forces:R:3
V 0.068972 -0.413828 0.100751 -3.7706 -1.1104 0.0253
C 1.431543 -4.675238 3.438433 -0.0451 0.0697 -0.0060
C 0.625879 -4.698950 2.305929 -0.0918 0.0371 0.0432
C 0.015943 -3.541121 1.840322 0.0068 -0.1915 -0.0561
C 0.203185 -2.319240 2.490742 0.0498 0.4616 0.0918
C 1.015426 -2.306255 3.636599 0.0046 -0.0085 0.0510
C 1.620559 -3.464859 4.101962 -0.0602 0.0363 -0.0564
N -0.330227 -1.148382 1.944753 0.3115 0.2158 -0.0157
C -0.989849 -0.202153 2.732787 0.1238 -0.2176 -0.0939
C -1.579544 -0.426917 3.969264 -0.0384 -0.0276 0.0641
C -2.322447 0.574911 4.604623 0.0511 -0.0448 -0.0491
C -2.485271 1.806601 3.992143 0.0598 -0.0147 -0.0638
C -1.890755 2.059599 2.754518 0.0688 0.1594 0.0155
C -1.114321 1.086019 2.134364 -0.0019 0.0353 -0.2873
N -0.450397 1.193824 0.936624 -0.2116 0.5798 -0.0785
N -0.428799 2.406076 0.229921 -0.1191 -0.1226 0.8102
C 0.002487 2.199057 -0.971625 0.0798 -0.3155 -0.3949
C 0.205399 3.281656 -1.909293 -0.0725 -0.1038 0.0648
C 0.654620 3.015677 -3.154044 0.0966 -0.1406 -0.2054
C 0.941836 1.671428 -3.563855 -0.0178 0.2206 -0.0404
C 0.748851 0.676759 -2.652283 -0.1278 0.0881 0.3409
N 0.294397 0.892350 -1.397207 0.2762 0.9066 -0.3859
H 1.906429 -5.580815 3.796855 0.0105 -0.0027 0.0016
H 0.468426 -5.630515 1.772716 -0.0023 0.0294 -0.0094
H -0.598711 -3.565674 0.949344 0.0128 -0.0013 0.0176
H 1.178371 -1.356744 4.134024 0.0110 -0.0379 0.0123
H 2.259273 -3.421262 4.978410 -0.0182 0.0085 -0.0149
H -1.486961 -1.407163 4.423101 -0.0169 0.0081 0.0158
H -2.789984 0.376268 5.562623 0.0097 -0.0300 0.0022
H -3.085063 2.573606 4.471402 0.0183 0.0136 -0.0274
H -2.011347 3.010119 2.251044 0.0077 0.0059 0.0250
H -0.008619 4.289532 -1.577024 -0.0200 -0.0373 0.0206
H 0.803056 3.833527 -3.852962 0.0139 -0.0207 -0.0100
H 1.298638 1.439553 -4.557974 -0.0076 0.0388 0.0085
H 0.949065 -0.361961 -2.892344 -0.0135 -0.0370 0.0471
Cl -2.979654 -5.742219 -3.010125 0.0404 0.0706 0.0374
C -2.694863 -4.240242 -2.175108 0.0105 0.0379 0.0069
C -3.752694 -3.514687 -1.656203 0.0998 0.0715 0.0485
Cl -5.382128 -4.100941 -1.824782 0.0371 0.0397 0.0225
C -3.506722 -2.299443 -0.990061 -0.1041 0.0069 -0.0664
Cl -4.802321 -1.373652 -0.297290 -0.0029 -0.0372 -0.0661
C -2.215964 -1.793997 -0.860766 0.0954 0.2634 0.0356
O -1.890533 -0.668446 -0.301659 -0.3748 -0.4907 -0.2603
C -1.122116 -2.569210 -1.356803 0.4540 0.0740 0.0380
O 0.075274 -2.090532 -1.118448 -0.4134 0.2654 0.1222
C -1.381772 -3.759473 -2.016564 0.0319 -0.2271 -0.0624
Cl -0.013713 -4.661666 -2.606509 -0.0755 -0.0006 0.0075
N 1.786797 -0.455449 0.339603 3.1560 -0.5799 0.2444
C 3.006351 -0.718257 0.279018 0.2935 -0.0223 0.2120
C 3.460909 -2.078970 -0.176542 -0.1329 0.0131 0.0075
C 4.046732 -2.239507 -1.427015 0.1246 -0.0518 -0.0267
C 4.318551 -3.509981 -1.917281 -0.0275 -0.0078 0.0524
C 4.010901 -4.631234 -1.156292 -0.0244 0.0711 0.0309
C 3.434363 -4.474318 0.098297 0.0441 0.0448 -0.0455
C 3.158726 -3.204127 0.585666 -0.0383 0.0266 0.0284
C 4.017274 0.312835 0.676235 0.1120 -0.0796 -0.1174
C 5.362832 0.000024 0.834232 0.1212 0.0159 0.0373
C 6.272073 0.971558 1.242340 -0.0235 -0.0803 -0.0239
C 5.842206 2.266189 1.488474 -0.0333 -0.0046 -0.0115
C 4.497432 2.585907 1.323540 -0.0312 -0.0531 -0.0202
C 3.591802 1.617652 0.921603 -0.0757 0.1301 0.0012
H 4.262675 -1.364646 -2.030570 -0.0157 -0.0009 -0.0002
H 4.744651 -3.626766 -2.906268 0.0107 0.0039 -0.0175
H 4.192777 -5.623082 -1.552769 0.0195 -0.0026 0.0109
H 3.167386 -5.341939 0.690711 0.0013 0.0312 -0.0082
H 2.666347 -3.080266 1.545551 0.1050 -0.0052 -0.1135
H 5.694146 -1.013949 0.642625 0.0227 0.0177 0.0169
H 7.317012 0.713833 1.372251 -0.0027 -0.0135 -0.0109
H 6.549343 3.023578 1.806971 -0.0088 0.0000 -0.0014
H 4.153627 3.595383 1.511550 -0.0194 0.0093 -0.0033
H 2.537534 1.844955 0.793142 0.0466 0.0138 0.0329
```
Forces are in eV/Å.

As for the total charge: -2. For the HOMO energy (spin up / spin down), the calculation gives -0.58 / -0.63 eV. For the energy relative to the best compared isomer or geometry (same formula, charge and spin), the calculation gives 0.000 eV. The expectation value of S² is 0.7838. As for the multiplicity: 2. As for the HOMO-LUMO gap (spin up / spin down): 4.956 / 5.006 eV.

=====

Calculated F_max in order - 3.36, 6.57, 5.53, 4.23, 3.47, 3.93 eV/A